# 1
17
Properties=species:S:1:pos:R:3:forces:R:3 method="wB97M-V/def2-TZVPD" total_charge=+1 relative_energy_ev=5.103 multiplicity=1 total_energy_ev=-77321.3469 gap_ev="8.01 / 8.57"
Br -2.819 0.364 -0.377 0.83 -0.23 0.90
N 0.365 0.015 -1.132 -1.45 -0.08 0.67
N 1.116 -2.243 -0.168 -0.62 0.37 0.14
C -0.016 0.676 0.298 -0.31 -0.96 -0.16
C -1.306 0.119 0.771 -0.11 0.22 -2.80
C 0.235 -2.396 0.662 0.97 1.79 -1.44
C 0.052 2.189 0.275 3.35 -1.52 -1.67
H 0.719 0.353 1.041 0.32 -0.49 -0.69
H 0.686 -1.041 -0.928 1.19 1.80 0.27
H -0.843 2.560 0.048 -3.60 1.76 -0.96
H -0.377 -0.247 -1.831 -0.01 1.36 1.17
H 0.768 2.496 -0.514 -0.29 0.09 0.34
H -0.243 -3.146 1.162 -1.04 -2.21 1.49
H -1.435 -0.170 1.754 -0.59 -0.40 1.73
H 0.421 2.617 1.163 0.33 0.18 1.30
H 0.959 0.721 -1.550 0.62 -0.59 -0.42
H 1.717 -2.866 -0.672 0.42 -1.08 0.13

# 2
79
Properties=species:S:1:pos:R:3:forces:R:3 method="wB97M-V/def2-TZVPD" total_charge=+1 multiplicity=6 total_energy_ev=-51044.9338 s2=8.79 gap_ev="5.69 / 5.66"
Ru 0.762 0.532 0.596 -0.69 -0.14 -2.26
Si 3.199 0.948 0.346 2.65 -0.07 -0.94
Si 0.641 2.208 -6.232 -0.13 -0.20 -0.12
O -2.721 -0.383 -5.569 -0.47 -0.16 -0.35
O -2.339 0.862 0.316 1.37 0.27 -0.14
O 1.558 -1.801 2.161 0.16 0.74 -0.06
O -0.698 -1.732 -1.007 0.08 -0.64 -0.22
N 0.758 -0.823 1.985 -0.44 -0.70 0.03
N -1.193 0.644 1.089 -1.10 -0.30 0.54
C 0.252 -2.399 -1.856 0.09 0.41 -0.50
C -0.395 -1.540 4.024 -0.54 0.44 0.32
C 1.949 3.518 -5.860 -0.02 0.05 0.07
C 2.434 1.779 1.869 0.02 0.21 0.39
C -2.857 -0.011 2.747 -0.37 -0.29 0.78
C 0.956 -3.571 -1.192 -0.03 -0.28 -0.11
C -4.971 0.295 -4.823 -0.03 0.01 -0.08
C 2.059 -0.058 -0.795 0.63 -0.75 -1.23
C -2.643 -1.443 -6.531 -0.15 0.32 0.11
C 4.591 -0.179 0.925 -0.21 0.07 0.14
C -1.450 0.014 2.249 -0.01 -0.42 0.31
C 1.463 0.605 -6.779 0.08 0.01 -0.05
C 3.817 2.266 -0.857 -0.15 0.03 0.31
C -3.903 -2.302 -6.654 0.08 -0.07 -0.02
C -1.769 -2.635 -0.665 0.13 0.19 0.31
C -3.792 0.557 -5.757 0.31 -0.26 0.05
C -0.386 1.787 -4.693 -0.19 -0.06 0.19
C -0.470 2.842 -7.621 -0.02 -0.01 0.07
C -0.354 -0.691 2.812 -1.43 -0.28 -0.14
C -2.568 -3.081 -1.874 -0.13 0.11 -0.26
H -2.814 -2.208 -2.491 0.02 -0.16 0.07
H -0.903 0.807 -4.768 0.24 0.58 -0.19
H 2.247 0.305 -6.071 -0.12 0.02 -0.15
H 2.239 -1.144 -0.885 -0.05 0.61 0.46
H -3.503 0.518 2.049 0.04 -0.07 0.25
H -1.158 2.560 -4.528 0.28 -0.24 0.07
H 0.981 -1.633 -2.148 -0.46 -0.31 0.00
H -2.027 1.309 -0.501 -0.15 -0.35 0.56
H -2.405 -2.072 0.027 0.08 -0.07 -0.07
H -3.509 -3.554 -1.571 0.25 0.03 0.01
H 5.469 0.406 1.231 -0.21 -0.10 -0.04
H 4.898 -0.857 0.119 -0.06 0.17 0.14
H 1.500 4.518 -5.772 0.10 -0.24 0.00
H 1.920 0.703 -7.773 -0.05 -0.04 0.23
H -2.412 -1.032 -7.533 0.04 -0.05 0.36
H -3.342 1.541 -5.545 -0.28 -0.23 -0.16
H -1.348 -3.502 -0.129 -0.22 0.28 -0.05
H -2.008 -3.788 -2.498 -0.22 0.07 0.16
H -4.158 0.544 -6.804 0.34 0.05 0.37
H 3.041 3.017 -1.055 0.16 -0.06 -0.02
H -4.734 -1.760 -7.129 0.28 -0.11 0.18
H 2.283 1.116 2.728 0.09 0.26 -0.07
H 0.251 1.732 -3.794 -0.10 0.15 -0.20
H -1.215 2.087 -7.911 0.17 0.16 0.06
H -3.240 -1.036 2.856 0.18 0.19 -0.14
H 2.699 3.564 -6.664 -0.22 -0.03 0.19
H 0.723 -0.206 -6.825 0.13 0.16 -0.01
H 3.205 2.522 2.141 -0.44 -0.06 -0.08
H 2.004 0.371 -1.819 0.03 0.08 0.70
H 2.482 3.309 -4.921 -0.09 0.02 -0.20
H 4.269 -0.792 1.777 0.09 0.08 -0.18
H 1.242 -3.353 -0.155 -0.01 0.06 -0.20
H -1.367 -1.437 4.506 0.10 -0.02 0.08
H -0.235 -2.730 -2.792 0.16 0.19 0.41
H 0.315 -4.462 -1.192 0.25 0.14 0.06
H -5.439 -0.678 -5.033 0.13 0.33 0.07
H -0.245 -2.589 3.759 0.13 0.09 -0.06
H 4.083 1.797 -1.812 -0.03 0.08 0.25
H -2.958 0.449 3.741 0.15 -0.02 -0.28
H -1.011 3.751 -7.320 0.12 -0.20 -0.07
H -3.649 -3.145 -7.307 -0.18 0.06 0.13
H 0.125 3.090 -8.513 -0.15 -0.08 0.23
H -5.708 1.084 -5.011 -0.03 -0.17 0.18
H 1.859 -3.813 -1.769 -0.22 0.00 0.19
H -4.685 0.320 -3.760 0.02 0.03 -0.38
H -4.250 -2.691 -5.685 0.21 0.10 -0.26
H -1.783 -2.039 -6.192 -0.29 0.08 -0.19
H 4.704 2.780 -0.468 -0.16 -0.02 -0.05
H 0.381 -1.251 4.734 0.04 -0.08 -0.02
H 1.485 2.321 1.647 0.44 0.40 0.52

# 3
12
Properties=species:S:1:pos:R:3:forces:R:3 method="wB97M-V/def2-TZVPD" relative_energy_ev=3.507 smiles="CC(=O)[C@H]1CO1" multiplicity=1 total_energy_ev=-8336.9540 gap_ev=11.22
O 1.742 0.749 -0.559 -0.46 0.64 -1.34
O -0.532 -1.454 0.970 1.11 -0.25 0.03
C 0.637 0.208 -0.522 0.56 0.78 -0.57
C 0.552 -0.534 0.741 0.63 1.25 0.01
C -0.345 0.324 -1.623 -0.21 0.05 -0.11
C -0.526 -0.252 1.713 0.08 0.32 0.08
H -0.300 -0.379 2.773 0.03 0.08 -0.20
H -1.307 0.479 1.492 0.07 -0.26 -0.08
H 0.034 -0.248 -2.477 -0.09 0.06 0.11
H -0.381 1.375 -1.917 -0.14 -0.10 -0.08
H 1.753 -0.211 0.754 -1.63 -2.62 2.19
H -1.328 -0.056 -1.344 0.05 0.05 -0.03